This record from OMol25 describes a 2-piece molecular cluster, C5H11N2O overall at a distorted geometry. The level of theory is wB97M-V/def2-TZVPD.

```
! RIJCOSX wB97M-V def2-TZVPD def2/J DEFGRID3
* xyz 2 2
C 1.14667 2.01091 -0.09222
C -0.04108 0.97342 -0.06805
C 0.28230 -0.41338 0.00314
C 0.47489 -1.23774 1.14277
N 0.70372 -2.48255 0.70597
C 0.74470 -2.46908 -0.63766
N 0.55701 -1.23031 -1.06746
H 1.86009 1.81764 0.70406
H 0.70983 3.00582 -0.05984
H 1.56846 1.99933 -1.09416
H -0.63521 1.17045 -0.96006
H -0.66962 1.14520 0.78758
H 0.49942 -0.89969 2.16714
H 0.70604 -3.32315 1.28506
H 0.94802 -3.31612 -1.28474
H 0.69505 -0.95218 -2.03747
H -3.17108 2.16499 0.15298
H -3.53192 0.76200 0.41054
O -2.84727 1.27445 -0.05757
*
```

Its max |F| is 0.0299 Eh/bohr. The calculation puts the orbital gap (spin up / spin down) at 9.272 / 5.011 eV. The calculation puts the highest occupied orbital energy (spin up / spin down) at -18.2 / -18.2 eV. The expectation value of S² is 0.761. The LUMO energy (spin up / spin down) is -8.97 / -13.16 eV. The energy relative to the best compared isomer or geometry (same formula, charge and spin) comes out at 0.586 eV.

=====

This record from OMol25 describes an isolated ion of composition C5H11N2O2S and charge +1 at a distorted geometry. The level of theory is wB97M-V/def2-TZVPD.

```
! RIJCOSX wB97M-V def2-TZVPD def2/J DEFGRID3
* xyz 1 1
C -0.23838 0.73445 0.63920
C 1.16763 0.50995 0.23985
C 1.26449 -0.65145 -0.76895
C -0.70337 -1.42023 -0.38438
C -2.42848 -0.23760 1.11002
N -1.07724 -0.19579 0.47063
N 1.68806 1.88236 0.00917
O -0.58939 1.93609 1.09169
O 2.27790 -1.46404 -0.49141
S -1.72588 -1.49009 -1.79120
H 1.72728 -0.03318 1.09659
H 1.01804 -0.43449 -1.86188
H -0.47482 -2.35849 0.12763
H -2.99801 -0.78159 0.32061
H -2.53229 -0.96611 1.98155
H -2.67579 0.80201 1.45700
H 2.55131 2.13190 0.49141
H 0.27320 2.51522 0.75828
H 1.98968 1.95695 -1.02334
H 2.65458 -2.10156 -1.09477
H -1.16853 -0.33430 -2.37771
*
```

Its max |F| is 0.0896 Eh/bohr. The calculation puts the orbital gap at 9.469 eV. The calculation puts the highest occupied orbital energy at -12.7 eV. The LUMO energy is -3.18 eV. The energy relative to the best compared isomer or geometry (same formula, charge and spin) comes out at 1.901 eV.

=====

This record from OMol25 describes one molecule with the formula C5H11N2P at a distorted geometry. The level of theory is wB97M-V/def2-TZVPD.

```
! RIJCOSX wB97M-V def2-TZVPD def2/J DEFGRID3
* xyz 0 1
C -1.34669 1.20112 0.17917
C -0.71898 -0.10464 0.53794
C -1.69571 1.31057 -1.41701
C -0.91704 -0.88591 1.89170
C 2.82499 -1.11333 -0.70329
N 0.01515 1.18844 0.55848
N 1.74078 -0.16791 -0.35297
P 1.65495 1.30031 -0.11286
H -2.17474 1.55350 0.73380
H -0.37199 -0.78315 -0.25570
H -2.50957 0.56281 -1.70270
H -1.05963 0.99716 -2.25059
H -2.13844 2.23824 -1.51363
H -0.96037 -0.24057 2.67720
H -0.04102 -1.40980 1.89052
H -1.65064 -1.71564 1.94392
H 3.47399 -1.15302 0.17794
H 2.44079 -2.01640 -0.72335
H 3.43419 -0.76177 -1.55857
*
```

Its max |F| is 0.1163 Eh/bohr. The calculation puts the orbital gap at 9.099 eV. The calculation puts the highest occupied orbital energy at -8.6 eV. The LUMO energy is 0.50 eV. The energy relative to the best compared isomer or geometry (same formula, charge and spin) comes out at 3.120 eV.